{
  "formula": "C6H12",
  "method": "ωB97M-V with the def2-TZVPD basis set",
  "smiles": "CCC1CCC1",
  "homo_lumo_gap_ev": 11.7,
  "charge": 0,
  "de_lowest_ev": 1.0527,
  "symbols": ["C", "C", "C", "C", "C", "C", "H", "H", "H", "H", "H", "H", "H", "H", "H", "H", "H", "H"],
  "positions_angstrom": [[2.3232, -0.3530, 0.0739], [1.2309, 0.6986, -0.1834], [-0.1150, 0.2730, 0.3743], [-0.7540, -1.0594, -0.1374], [-2.1450, -0.3379, 0.0122], [-1.3997, 1.0112, -0.0183], [2.3847, -0.6138, 1.1575], [2.0814, -1.2836, -0.5287], [3.3455, 0.0003, -0.2434], [1.1469, 0.8724, -1.2899], [1.5158, 1.6655, 0.2482], [-0.0539, 0.1977, 1.4720], [-0.4825, -1.2615, -1.1728], [-0.5881, -1.9630, 0.4805], [-2.8923, -0.4793, -0.7808], [-2.6351, -0.5866, 0.9780], [-1.7028, 1.8570, 0.6219], [-1.2602, 1.3623, -1.0637]],
  "forces_ev_per_a": [[0.4149, -0.4857, -0.3932], [0.1843, 0.0862, -0.6469], [0.3271, -0.6775, 0.2918], [-0.3857, 0.3076, 0.7128], [-0.2696, -0.4157, -0.1313], [0.4053, 0.4573, -0.2103], [-0.0864, 0.0818, -0.7811], [0.3690, 0.9268, 0.8496], [-1.0510, -0.3117, 0.2597], [-0.0141, -0.1623, 0.8077], [0.0100, -0.0839, 0.0019], [0.0487, 0.1065, -0.1932], [-0.0887, -0.0054, -0.0817], [-0.0818, 0.4409, -0.4126], [0.2363, -0.1081, 0.2027], [0.4363, 0.3265, -0.4899], [-0.0842, -0.3922, -0.3120], [-0.3706, -0.0912, 0.5258]],
  "mulliken_charge": [-1.055, -0.631, 0.257, -0.766, -0.526, -0.688, 0.290, 0.249, 0.344, 0.262, 0.314, 0.244, 0.311, 0.285, 0.312, 0.228, 0.322, 0.247]
}

{
  "formula": "C2H3ErO2",
  "method": "ωB97M-V with the def2-TZVPD basis set",
  "homo_lumo_gap_ev": [6.9, 6.7],
  "charge": 1,
  "s_squared": 6.003,
  "de_lowest_ev": 0.0000,
  "spin_multiplicity": 5,
  "symbols": ["C", "C", "O", "H", "Er", "O", "H", "H"],
  "positions_angstrom": [[0.7842, 1.0009, 0.4004], [1.0849, 0.5883, 1.5878], [1.2889, 0.0226, 2.6108], [1.0198, 1.9835, -0.0017], [-1.5823, 0.0709, -0.1933], [-0.0434, -0.5898, -1.8855], [0.9632, -0.2171, -1.6697], [-0.2474, -0.5013, -2.8255]],
  "forces_ev_per_a": [[-2.4467, 0.0347, -1.1466], [0.5199, -1.8265, 2.6209], [-0.3420, 1.3788, -2.0306], [0.1527, -0.2208, 0.1907], [3.0788, 0.5485, -0.0203], [2.2501, 1.3269, 1.1249], [-3.6067, -1.1607, -0.5455], [0.3939, -0.0809, -0.1936]],
  "mulliken_charge": [-1.305, 0.859, -0.374, 0.334, 1.238, -0.559, 0.462, 0.345]
}

{
  "formula": "C5H30N2O9",
  "method": "ωB97M-V with the def2-TZVPD basis set",
  "smiles": "C[C@@H](CO)NCCN.O.O.O.O.O.O.O.O",
  "homo_lumo_gap_ev": 8.7,
  "charge": 0,
  "de_lowest_ev": 5.9071,
  "symbols": ["C", "C", "C", "O", "N", "C", "C", "N", "H", "H", "H", "H", "H", "H", "H", "H", "H", "H", "H", "H", "H", "H", "O", "H", "H", "O", "H", "H", "O", "H", "H", "O", "H", "H", "O", "H", "H", "O", "H", "H", "O", "H", "H", "O", "H", "H"],
  "positions_angstrom": [[0.5174, -0.2988, 0.9253], [-0.3734, 0.7555, 0.5062], [-0.0864, 1.8864, 1.5356], [-0.7133, 1.6441, 2.7483], [-0.0971, 1.1891, -0.8356], [-1.2054, 1.3256, -1.7382], [-2.1025, 2.4653, -1.5563], [-3.1794, 2.5794, -2.6339], [0.0633, -1.3470, 0.9270], [0.7643, -0.0405, 2.0869], [1.4020, -0.5547, 0.3526], [-1.4386, 0.4887, 0.7298], [0.8932, 2.0794, 1.9733], [-0.5150, 2.9356, 1.2269], [-1.4503, 2.3313, 2.9394], [0.7722, 0.8061, -1.3161], [-1.7553, 0.3926, -2.0459], [-0.6706, 1.5235, -2.7583], [-2.5660, 2.4535, -0.5717], [-1.7211, 3.5624, -1.4798], [-2.6608, 2.5590, -3.5923], [-3.8151, 1.7892, -2.6770], [3.5144, 0.3457, -2.8545], [4.3651, 0.0940, -2.4175], [2.9345, 0.6053, -2.2131], [-1.4381, -3.1088, 1.2213], [-1.2265, -4.0396, 1.3033], [-2.1039, -3.0049, 0.5968], [0.7795, -1.3593, -3.2372], [1.5881, -1.6644, -3.8533], [1.0512, -1.9578, -2.5366], [-2.5533, -0.2686, 3.0428], [-1.7894, 0.0831, 2.9444], [-2.7392, -0.7547, 3.8808], [3.3964, -1.0332, 2.8346], [2.9014, -0.2944, 3.0953], [2.9038, -1.4161, 2.0388], [3.6779, 0.4423, -0.2770], [4.0719, 0.5445, 0.6180], [3.3721, -0.5457, -0.2142], [2.1786, -3.0471, 0.5596], [2.2280, -3.5757, -0.2183], [1.2158, -2.9802, 0.6675], [-2.7325, -1.5686, -0.2424], [-3.4474, -1.2152, 0.4709], [-2.2110, -0.8061, 0.0439]],
  "forces_ev_per_a": [[0.8359, -4.1707, 3.9450], [0.4530, 2.2763, 0.2117], [-1.4390, 4.0515, -0.6162], [-3.5351, 0.7739, 2.6555], [0.6966, -0.3792, -0.8776], [2.5576, -0.5806, -4.1160], [-2.4758, 3.2405, 0.0237], [2.1474, -0.0551, -1.2398], [-0.0893, 1.4509, 0.2933], [-0.0697, -1.3757, -2.7035], [0.3190, 1.1551, -0.0863], [0.6093, 0.4147, -0.5315], [1.0130, -0.3512, -1.7921], [1.0665, -1.8892, -0.3787], [1.9019, -2.0146, -0.6039], [-1.9431, 0.4115, 1.3114], [0.0545, 0.5009, 1.0073], [-0.8324, -0.2377, 1.4225], [-0.6781, -0.5052, 0.1195], [0.4823, -2.1019, -0.5953], [-1.2054, 0.0993, 2.2280], [0.2247, -0.1557, 0.3121], [3.3825, -1.7399, -3.0741], [-1.4268, 0.6321, -0.3107], [-1.9165, 1.1147, 2.7573], [2.7342, -0.8819, 2.3643], [-0.1480, -0.1892, 0.0474], [-1.9080, 0.4698, -1.9744], [3.2570, -1.5427, -2.0902], [-2.7104, 1.6684, 1.3768], [-0.5876, 0.0176, 0.8147], [-9.6154, -4.5682, 1.3373], [8.3519, 3.5815, -0.1169], [0.9738, 0.8511, -1.2238], [0.2948, -2.3170, -2.3570], [-1.1982, 1.6176, 0.5827], [0.9265, 0.6157, 1.7239], [-0.3698, -2.8979, 1.5716], [-0.3097, 0.1199, -0.6843], [0.8539, 2.6027, -0.3034], [-0.6751, 0.6751, 0.6454], [0.5240, -0.7581, -0.9720], [0.1244, 0.1578, 0.3457], [-3.3010, 2.5137, 2.7394], [1.3831, -2.0236, -2.3567], [1.2667, -0.2768, -0.8321]],
  "mulliken_charge": [-0.138, 1.102, -1.371, -0.560, -0.046, -0.176, -0.494, -0.677, -0.321, 0.078, 0.046, 0.258, 0.242, 0.387, 0.342, -0.069, 0.168, 0.324, 0.313, 0.203, 0.282, 0.262, -0.629, 0.316, 0.346, -0.559, 0.256, 0.361, -0.591, 0.343, 0.257, -0.558, 0.337, 0.278, -0.645, 0.331, 0.330, -0.714, 0.319, 0.365, -0.601, 0.285, 0.310, -0.883, 0.381, 0.207]
}

{
  "formula": "C16H17N",
  "method": "ωB97M-V with the def2-TZVPD basis set",
  "smiles": "Cc1c[nH]c2ccccc12.Cc1ccccc1",
  "homo_lumo_gap_ev": 8.6,
  "charge": 0,
  "de_lowest_ev": 1.1505,
  "symbols": ["C", "C", "C", "N", "C", "C", "C", "C", "C", "C", "H", "H", "H", "H", "H", "H", "H", "H", "H", "C", "C", "C", "C", "C", "C", "C", "H", "H", "H", "H", "H", "H", "H", "H"],
  "positions_angstrom": [[0.1446, 1.4561, -1.8054], [-0.7243, 0.3591, -2.3376], [-1.0636, 0.2206, -3.6431], [-2.1595, -0.6042, -3.7781], [-2.5206, -1.0969, -2.5360], [-3.5288, -1.9181, -2.1756], [-3.7414, -2.2258, -0.8021], [-2.9209, -1.6570, 0.1557], [-1.9320, -0.6989, -0.2577], [-1.7021, -0.3784, -1.5592], [0.6545, 1.0662, -0.9196], [-0.5081, 2.2662, -1.4564], [0.8118, 1.8963, -2.5379], [-0.4883, 0.6123, -4.4668], [-2.3972, -1.1018, -4.6210], [-4.2148, -2.2150, -2.9604], [-4.4917, -2.9896, -0.6528], [-2.9844, -1.6884, 1.2279], [-1.3167, -0.3852, 0.5793], [2.1507, 2.6004, 1.3201], [2.3357, 1.2610, 2.0007], [3.4127, 0.4245, 1.7262], [3.3754, -0.8757, 2.2148], [2.3654, -1.2825, 3.0687], [1.4898, -0.3545, 3.6226], [1.4115, 0.8795, 2.9559], [3.1620, 3.0103, 1.1905], [1.5453, 3.2919, 1.8879], [1.7901, 2.4519, 0.3037], [4.2695, 0.7844, 1.1704], [4.0293, -1.6823, 1.9002], [2.2069, -2.3153, 3.3661], [0.8626, -0.6684, 4.4406], [0.6767, 1.5571, 3.3787]],
  "forces_ev_per_a": [[-0.4837, -0.4086, 0.7422], [-0.7607, 1.2237, 0.0995], [0.5028, -0.4718, 0.4152], [-0.1513, -0.7558, -0.4280], [1.4643, 2.6178, 0.7787], [-1.0574, -0.6175, 0.7998], [0.2680, -0.2118, -1.4690], [0.9842, 1.9118, -1.1292], [-0.5121, -1.3112, 2.0538], [-0.2126, -1.6839, -2.1060], [0.3920, 0.3050, -0.1967], [0.1152, -0.0466, 0.0406], [0.2932, -0.2385, -0.0542], [-0.3949, 0.0400, -0.2653], [0.0782, 0.1947, -0.0164], [-0.0564, -0.5599, 0.2095], [-0.1534, 0.2102, 0.6451], [-0.4637, -0.8443, 0.1707], [0.1481, 0.5973, -0.2966], [1.5734, -0.5612, -0.2145], [-0.3832, 0.7522, 0.0751], [-0.1101, -0.2938, 0.1497], [-0.3290, -0.7838, -0.2627], [-0.4645, -0.0411, 0.9251], [0.3977, 0.1012, -1.7219], [-0.3329, -0.6905, 2.0026], [-0.2655, 0.3221, 0.0527], [-0.2297, 0.0669, -0.0002], [-0.3595, 0.1494, 0.0824], [-0.1681, -0.0692, -0.3222], [0.4405, 0.4860, -0.1631], [0.6236, 0.0004, -0.0077], [-0.3798, 0.2755, -0.0261], [-0.0127, 0.3349, -0.5628]],
  "mulliken_charge": [-1.123, 0.281, -0.607, -0.138, -0.044, -0.699, -0.382, -0.862, -0.021, 0.558, 0.113, 0.341, 0.419, 0.387, 0.250, 0.334, 0.363, 0.369, 0.417, -1.068, 0.843, -0.425, -0.470, -0.379, -0.694, -0.333, 0.359, 0.334, 0.114, 0.358, 0.345, 0.378, 0.380, 0.302]
}

{
  "formula": "C6H11NOS",
  "method": "ωB97M-V with the def2-TZVPD basis set",
  "smiles": "OSC1CCCC1.C#N",
  "homo_lumo_gap_ev": 9.0,
  "charge": 0,
  "de_lowest_ev": 2.9910,
  "symbols": ["O", "S", "C", "C", "C", "C", "C", "H", "H", "H", "H", "H", "H", "H", "H", "H", "H", "C", "N", "H"],
  "positions_angstrom": [[-2.8583, 1.9908, 0.4161], [-1.2018, 2.1139, 0.0618], [-0.8253, 0.5964, -0.8044], [-1.3063, -0.7940, -0.1221], [-0.1653, -1.3322, 0.8028], [1.1001, -0.5847, 0.2890], [0.6568, 0.2560, -0.9128], [-3.1019, 2.9253, 0.3442], [-1.2383, 0.5775, -1.7239], [-1.4994, -1.5988, -0.8626], [-2.1441, -0.7961, 0.5189], [-0.2237, -2.3475, 0.5778], [-0.5322, -1.2508, 1.7824], [1.4105, 0.1788, 0.9692], [1.8704, -1.1946, 0.0630], [1.1149, 1.2225, -1.2268], [0.8230, -0.3287, -1.7360], [3.9431, 1.6689, 0.6247], [4.5706, 1.3288, -0.2650], [3.4201, 2.0249, 1.4613]],
  "forces_ev_per_a": [[0.7114, 0.1406, -0.2372], [0.5678, -0.1283, 0.5257], [-0.2723, -3.6250, 3.1501], [0.8276, 0.2719, -0.1076], [-0.3924, 1.8483, -2.6250], [-2.8756, 2.6442, 1.2987], [-0.3188, 2.3759, 0.6477], [-0.4286, -0.2622, -0.0833], [-1.4504, 0.4728, -3.1406], [0.0774, 0.9904, -0.1812], [-1.5050, 0.6953, 0.2347], [0.8831, -1.9582, -0.1401], [0.4658, 0.6526, 1.6615], [0.4706, -0.0289, 1.2128], [2.6090, -1.9497, -0.7124], [0.8246, -0.6361, 0.9885], [-0.1756, -1.5021, -2.4872], [0.2765, 0.0310, -0.1603], [0.1728, -0.2169, -0.4117], [-0.4680, 0.1845, 0.5668]],
  "mulliken_charge": [-0.462, 0.042, -0.154, -0.820, -0.690, -0.529, -0.946, 0.332, 0.415, 0.312, 0.453, 0.205, 0.411, 0.069, 0.536, 0.480, 0.321, 0.093, -0.368, 0.301]
}